(1)
# C30H22F10KN7S

A structure of composition C30H22F10KN7S (the ωB97M-V functional and the def2-TZVPD basis, the OMol25 dataset).

Geometry as XYZ:
```
71
Properties=species:S:1:pos:R:3:lowdin_charge:R:1
K -0.8485 0.3705 0.0443 0.691
N -1.2163 2.0294 -4.4596 0.026
C -1.8707 1.2651 -3.5048 -0.984
S -3.0597 2.0096 -2.5511 0.437
N -1.5557 -0.0120 -3.5179 -0.048
N -1.6527 -0.7646 -2.4521 0.012
C -1.9823 -2.0183 -2.5632 -0.208
C -2.4625 -2.6238 -3.8331 -0.175
C -1.7358 -2.4994 -5.0177 -0.033
C -2.2127 -3.0410 -6.2017 -0.097
C -3.4286 -3.7089 -6.2310 -0.119
C -4.1668 -3.8265 -5.0614 -0.104
C -3.6894 -3.2893 -3.8768 -0.048
C -1.9329 -2.8214 -1.3392 -0.215
C -2.0093 -4.2244 -1.3669 -0.029
C -1.9915 -4.9305 -0.1794 -0.088
C -1.8899 -4.2423 1.0223 -0.086
C -1.7753 -2.8601 0.9581 -0.157
N -1.7940 -2.1732 -0.1729 0.068
H -1.2989 3.0143 -4.2734 0.046
H -0.2811 1.7144 -4.6755 0.074
H -0.7991 -1.9620 -5.0021 0.106
H -1.6333 -2.9331 -7.1112 0.093
H -3.8062 -4.1270 -7.1565 0.087
H -5.1269 -4.3300 -5.0740 0.091
H -4.2754 -3.3655 -2.9686 0.117
H -2.0727 -4.7468 -2.3109 0.104
H -2.0486 -6.0130 -0.1905 0.096
H -1.8811 -4.7586 1.9730 0.093
H -1.6715 -2.2609 1.8606 0.099
C 1.8003 -2.7211 0.9653 -0.104
N 1.6387 -1.3481 1.4044 -0.220
C 1.2585 -1.3252 2.8114 -0.220
C 0.6816 -0.0037 3.3052 -0.253
N -0.6155 0.2112 2.7049 -0.053
C -1.4205 1.1488 3.1550 -0.246
C -2.7030 1.3042 2.5315 -0.167
F -2.9944 0.4794 1.4900 -0.008
C -3.6508 2.2166 2.9157 -0.172
F -4.8305 2.2684 2.2783 0.095
C -3.4186 3.0847 3.9737 -0.177
F -4.3608 3.9736 4.3732 0.057
C -2.1908 3.0068 4.6046 -0.179
F -1.9268 3.8481 5.6208 0.082
C -1.2357 2.0911 4.2224 -0.139
F -0.0645 2.1347 4.9123 0.044
C 2.8531 -0.5854 1.1372 -0.197
C 2.9590 -0.1914 -0.3505 -0.253
N 2.5439 1.1680 -0.6125 0.016
C 3.3660 2.1617 -0.3866 -0.244
C 2.9264 3.5023 -0.6840 -0.169
F 1.6675 3.6584 -1.1320 0.069
C 3.6984 4.6239 -0.5515 -0.180
F 3.2033 5.8320 -0.8840 0.078
C 5.0056 4.5460 -0.0811 -0.185
F 5.7795 5.6571 0.0433 0.045
C 5.4786 3.2972 0.2708 -0.187
F 6.7305 3.1945 0.7640 0.071
C 4.7078 2.1636 0.1325 -0.141
F 5.2773 0.9986 0.5651 0.030
H 2.5725 -3.2520 1.5551 0.083
H 0.8577 -3.2589 1.0668 0.061
H 2.0992 -2.7506 -0.0831 0.079
H 0.4761 -2.0761 2.9535 0.102
H 2.1145 -1.6137 3.4538 0.115
H 0.6364 -0.0825 4.4000 0.107
H 1.3740 0.8166 3.0738 0.108
H 2.8159 0.3354 1.7162 0.104
H 3.7477 -1.1457 1.4689 0.112
H 3.9738 -0.4065 -0.7144 0.099
H 2.2716 -0.8281 -0.9158 0.087
```

Properties
LUMO: 3.91 eV
gap between HOMO and LUMO: 5.3940 eV
net charge: -2
energy above the lowest of the compared OMol25 structures with the same formula, charge and spin: 0.000 eV
max |F|: 1.260 eV Å⁻¹

---

(2)
# C6H12NO3S

The ion C6H12NO3S with charge +1 (the ωB97M-V functional and the def2-TZVPD basis, the OMol25 dataset).

Geometry as XYZ:
```
23
Properties=species:S:1:pos:R:3:nbo_charge:R:1
C -1.0951 -0.7726 -1.1539 0.890
C 0.2686 -0.0357 0.7931 -0.103
C 1.4719 -0.9845 0.2997 0.081
C 1.4724 -2.2686 1.0302 -0.676
C -1.5379 2.5208 -1.2159 -0.638
C -1.3181 1.4789 -0.0459 -0.102
N -0.1143 -1.6473 -1.3242 -0.304
O -2.2482 -0.6974 -1.3254 -0.450
O 1.1393 -1.1712 -1.1133 -0.326
O -0.3978 0.4850 -0.3903 -0.387
S -0.2161 -3.4246 -1.5660 0.278
H 0.7569 0.8017 1.2776 0.246
H -0.4504 -0.7145 1.2585 0.216
H 2.3400 -0.4042 0.3305 0.225
H 1.5655 -2.1594 2.1895 0.256
H 2.1649 -2.9888 0.6964 0.257
H 0.5162 -2.7144 1.1128 0.221
H -0.5713 2.3667 -1.7501 0.222
H -2.3896 2.4061 -1.8468 0.240
H -1.5985 3.5553 -0.9408 0.247
H -2.2467 0.9836 0.2485 0.228
H -0.7999 2.0944 0.7851 0.228
H -0.5308 -3.2803 -2.8633 0.151
```

Properties
LUMO: -3.86 eV
gap between HOMO and LUMO: 10.2710 eV
net charge: +1
energy above the lowest of the compared OMol25 structures with the same formula, charge and spin: 2.505 eV
max |F|: 4.698 eV Å⁻¹

---

(3)
# C2H12O3S

A cluster of 4 separate species, C2H12O3S in total (the ωB97M-V functional and the def2-TZVPD basis, the OMol25 dataset).

Geometry as XYZ:
```
18
Properties=species:S:1:pos:R:3:nbo_charge:R:1
C -1.7807 1.1964 -1.5469 -0.619
C -0.9683 0.2363 -0.6271 -0.526
S -0.2374 -1.1589 -1.5213 -0.034
H -2.7495 1.4026 -1.0973 0.210
H -1.9692 0.7446 -2.5185 0.215
H -1.2337 2.1176 -1.6692 0.209
H -0.1623 0.7873 -0.1481 0.213
H -1.5958 -0.0969 0.2001 0.220
H 0.1899 -0.4797 -2.5923 0.112
O 4.5644 1.0253 0.9112 -0.941
H 4.8131 1.5054 1.7245 0.470
H 4.4161 0.1301 1.2523 0.479
O -2.9687 -4.4821 0.1346 -0.935
H -3.5009 -3.7398 0.4457 0.468
H -3.0513 -5.1658 0.8066 0.468
O 2.0584 1.6614 2.2634 -0.960
H 1.4617 2.4088 2.3874 0.468
H 2.7142 1.9075 1.5947 0.486
```

Properties
LUMO: 0.67 eV
gap between HOMO and LUMO: 9.4247 eV
net charge: 0
energy above the lowest of the compared OMol25 structures with the same formula, charge and spin: 0.749 eV
max |F|: 1.056 eV Å⁻¹

---

(4)
# C5H9NO

The molecule C5H9NO (the ωB97M-V functional and the def2-TZVPD basis, the OMol25 dataset).

Geometry as XYZ:
```
16
Properties=species:S:1:pos:R:3:nbo_charge:R:1
C 1.2754 0.3213 1.0622 -0.602
C 0.1052 -0.0787 0.1732 0.044
C -1.1172 -0.4887 1.0260 -0.616
C -0.2252 1.0141 -0.8660 -0.090
O -0.5148 0.2775 -2.0670 -0.497
C 0.0199 -0.9461 -1.8394 0.379
N 0.4524 -1.2386 -0.6863 -0.475
H 1.5409 -0.5004 1.7337 0.222
H 1.0117 1.1912 1.6765 0.208
H 2.1565 0.5708 0.4631 0.213
H -1.8775 0.3040 1.0780 0.208
H -1.5808 -1.3776 0.5893 0.227
H -0.8158 -0.7306 2.0517 0.215
H -1.0906 1.6403 -0.6258 0.196
H 0.6508 1.6484 -1.0659 0.180
H 0.0092 -1.6069 -2.7033 0.188
```

Properties
LUMO: 0.96 eV
gap between HOMO and LUMO: 10.5978 eV
net charge: 0
energy above the lowest of the compared OMol25 structures with the same formula, charge and spin: 1.054 eV
max |F|: 0.436 eV Å⁻¹